DFT (ωB97M-V/def2-TZVPD) results for a 14-piece molecular cluster, C70H84F7N7 overall.

The value obtained for the total energy is -103402.68555 eV. The HOMO energy comes out at -8.90 eV. As for the HOMO-LUMO gap: 0.3356 Eh.

Element x y z (Å)
C 14.93236 16.88968 13.84439
C 15.11752 18.40091 13.98550
C 15.04657 18.98056 15.42926
C 13.97808 18.36508 16.23280
N 13.16072 17.93273 16.89127
H 13.91462 16.52483 13.98293
H 15.65438 16.41888 14.51157
H 15.12134 16.61889 12.80561
H 14.32535 18.95144 13.47807
H 16.02000 18.76941 13.49780
H 14.82581 20.04795 15.42276
H 15.96170 18.89697 16.01547
C 13.41380 15.16679 20.92963
C 13.77920 15.89614 19.64377
C 15.10336 16.65588 19.71863
C 16.20869 15.79824 20.20943
N 17.06274 15.07424 20.50140
H 12.42981 14.71607 20.80040
H 13.36110 15.76027 21.84237
H 14.11225 14.35282 21.12386
H 13.04797 16.61812 19.28026
H 13.83333 15.22656 18.78538
H 15.06350 17.47157 20.44054
H 15.46229 17.00547 18.75061
C 12.32583 19.47636 10.60127
C 11.89881 20.73771 9.82496
C 11.15037 20.39089 8.56975
C 9.89374 19.64510 8.89710
N 8.96925 19.02104 9.18410
H 13.03593 18.89050 10.01765
H 11.48258 18.95617 11.05562
H 12.85983 19.81370 11.48961
H 12.74622 21.31922 9.46186
H 11.27092 21.32525 10.49479
H 11.76507 19.76902 7.91897
H 10.88152 21.32245 8.07174
C 8.08462 20.68144 17.68715
C 9.08481 20.05000 16.70712
C 10.07703 19.20438 17.49931
C 9.54380 18.36709 18.57582
N 9.16580 17.66938 19.38909
H 7.42266 21.36476 17.15518
H 8.55853 21.13122 18.55962
H 7.31943 19.95766 17.96774
H 9.72265 20.77539 16.20209
H 8.53779 19.57204 15.89446
H 10.80187 19.87463 17.96133
H 10.59281 18.51904 16.82672
C 10.89365 12.92227 17.00268
C 11.40068 14.35565 16.70454
C 10.52852 15.45880 17.27260
C 9.17597 15.42987 16.72085
N 8.13012 15.41673 16.24542
H 11.45424 12.19552 16.41474
H 9.82581 12.80448 16.81844
H 11.10447 12.64901 18.03660
H 11.46856 14.40732 15.61789
H 12.44898 14.47708 16.97732
H 10.98736 16.42535 17.06438
H 10.46468 15.49305 18.36019
C 14.28470 23.72241 20.55034
C 14.61492 24.43296 19.23254
C 15.42154 23.58925 18.24076
C 15.10038 22.14889 18.12031
N 14.83872 21.00730 17.98753
H 15.21518 23.45851 21.05301
H 13.62230 22.86518 20.42997
H 13.75157 24.33827 21.27463
H 15.16522 25.35365 19.42639
H 13.66329 24.71869 18.78436
H 16.48827 23.67447 18.44799
H 15.28033 24.03374 17.25558
C 15.98517 9.90163 12.92878
C 14.50888 10.21856 13.11101
C 14.15671 11.69758 12.72538
C 14.99367 12.75007 13.37953
N 15.62553 13.60718 13.86989
H 16.36056 10.00266 11.91046
H 16.08887 8.85960 13.23130
H 16.59909 10.50376 13.59860
H 14.17403 10.04414 14.13353
H 13.91701 9.54485 12.49140
H 13.13853 11.83359 13.08994
H 14.25692 11.83868 11.64920
F 19.42332 20.39502 11.77581
C 18.26948 20.49859 11.02101
C 17.11974 20.98558 11.66935
C 15.91456 20.86614 11.02174
C 15.83064 20.44867 9.67661
C 17.07144 20.12299 9.00155
C 18.27557 20.09295 9.70322
H 17.11896 21.26205 12.71337
H 15.04073 21.15834 11.58516
H 14.89033 20.22337 9.19550
H 17.00486 19.67855 8.01949
H 19.19633 19.70168 9.29640
F 11.59614 19.00492 14.76208
C 10.60078 18.75169 13.84060
C 10.37216 17.42481 13.58533
C 9.36464 17.05039 12.68965
C 8.68022 18.04219 11.99762
C 9.00396 19.35619 12.24989
C 9.91758 19.77724 13.21537
H 10.76809 16.62052 14.18762
H 9.24103 15.98825 12.53805
H 7.87775 17.83955 11.30381
H 8.54875 20.14733 11.67260
H 10.21653 20.81093 13.30771
F 20.47837 17.73649 21.31257
C 19.64580 18.13548 20.32756
C 19.77299 17.76017 19.01297
C 18.93858 18.33425 18.02887
C 17.96271 19.20073 18.43768
C 17.81199 19.59999 19.75998
C 18.70906 19.10824 20.69381
H 20.49408 16.98248 18.80896
H 19.04809 18.03659 16.99649
H 17.45329 19.69751 17.62521
H 17.07034 20.34469 20.00852
H 18.69374 19.42693 21.72561
F 13.16580 23.15248 11.71918
C 13.07463 23.17357 13.08214
C 13.01067 22.01908 13.81505
C 12.91579 22.10659 15.22575
C 12.90232 23.35058 15.87790
C 12.96393 24.50362 15.09477
C 13.04164 24.43553 13.74289
H 12.93495 21.03155 13.38441
H 12.97554 21.21203 15.82790
H 12.84023 23.43428 16.95286
H 12.96354 25.49005 15.53449
H 13.11109 25.35820 13.18590
F 17.14454 21.59446 15.54252
C 17.35214 22.89851 15.25791
C 18.27720 23.60645 16.04285
C 18.57332 24.90467 15.69321
C 17.91964 25.56694 14.65098
C 16.92290 24.89094 13.95321
C 16.58095 23.55795 14.27444
H 18.73851 23.04416 16.84124
H 19.34786 25.44736 16.21472
H 18.16773 26.57880 14.36640
H 16.38717 25.47700 13.22113
H 15.71344 23.14290 13.78297
F 21.95829 14.24903 15.31426
C 20.72816 14.65742 15.68335
C 20.36361 14.37094 16.95335
C 19.04130 14.55010 17.34436
C 18.12655 15.18614 16.48605
C 18.45505 15.54515 15.16944
C 19.80289 15.28268 14.80790
H 20.95287 13.68509 17.54392
H 18.74631 14.12967 18.29442
H 17.12203 15.26473 16.87485
H 17.77610 15.93614 14.42610
H 20.07312 15.58100 13.80570
F 15.31333 15.44379 7.28079
C 16.15461 15.79337 8.31296
C 15.76478 16.72843 9.27587
C 16.59160 17.02737 10.36839
C 17.80543 16.35543 10.49729
C 18.20863 15.48480 9.50361
C 17.42310 15.18558 8.39429
H 14.89597 17.33971 9.08114
H 16.50149 17.88522 11.01831
H 18.46652 16.48715 11.34109
H 19.18902 15.04374 9.60701
H 17.70307 14.40866 7.69830